(1)
{"formula": "C6H6", "method": "wB97M-V/def2-TZVPD", "species": ["C", "C", "C", "C", "C", "C", "H", "H", "H", "H", "H", "H"], "coordinates": [[0.990, -0.366, 0.661], [0.528, -0.863, -0.618], [-0.467, -0.850, 0.526], [-1.376, 0.348, 0.319], [-0.621, 1.263, -0.287], [0.727, 0.623, -0.464], [1.949, -0.582, 1.142], [0.896, -1.631, -1.281], [-0.873, -1.771, 0.943], [-2.420, 0.420, 0.604], [-0.878, 2.258, -0.623], [1.560, 1.141, -0.925]], "homo_lumo_gap_ha": 0.361}

***

(2)
{"formula": "C6H6", "method": "wB97M-V/def2-TZVPD", "species": ["C", "C", "C", "C", "C", "C", "H", "H", "H", "H", "H", "H"], "coordinates": [[-0.314, 1.323, 0.356], [-0.229, 0.331, 1.338], [0.066, -0.971, 0.987], [0.341, -1.291, -0.342], [0.176, -0.336, -1.330], [-0.141, 0.974, -0.970], [-0.515, 2.339, 0.670], [-0.389, 0.641, 2.362], [0.047, -1.773, 1.713], [0.626, -2.310, -0.584], [0.243, -0.555, -2.388], [-0.299, 1.680, -1.777]], "homo_lumo_gap_ha": 0.389}

***

(3)
{"formula": "C6H6", "method": "wB97M-V/def2-TZVPD", "species": ["C", "C", "C", "C", "C", "C", "H", "H", "H", "H", "H", "H"], "coordinates": [[2.826, -1.094, -0.398], [3.713, -1.907, -0.459], [1.701, -0.118, -0.280], [0.880, 0.399, -1.291], [0.100, -0.462, -0.372], [-0.936, 0.054, 0.636], [1.046, 0.318, -2.258], [1.751, 0.142, 0.747], [-0.125, -1.452, -0.886], [-1.579, -0.735, 0.937], [-1.661, 0.759, 0.289], [-0.613, 0.615, 1.528]], "homo_lumo_gap_ha": [0.219, 0.219]}

***

(4)
{"formula": "C6H6", "method": "wB97M-V/def2-TZVPD", "species": ["C", "C", "C", "C", "C", "C", "H", "H", "H", "H", "H", "H"], "coordinates": [[1.057, -1.158, 0.555], [1.094, -0.001, -0.409], [1.992, 0.156, -1.345], [0.046, 1.104, -0.321], [-1.299, 0.616, -0.646], [-2.402, 0.223, -0.924], [1.223, -0.797, 1.576], [0.077, -1.644, 0.513], [1.826, -1.899, 0.321], [0.305, 1.932, -0.992], [0.057, 1.509, 0.700], [-3.382, -0.117, -1.179]], "homo_lumo_gap_ha": 0.358}

***

(5)
{"formula": "C6H6", "method": "wB97M-V/def2-TZVPD", "species": ["C", "C", "C", "C", "C", "C", "H", "H", "H", "H", "H", "H"], "coordinates": [[1.728, 0.096, 0.483], [1.268, -0.958, -0.272], [0.190, -0.265, -0.979], [-0.487, -0.428, -2.120], [0.390, 0.514, 0.262], [-0.689, 0.562, 1.442], [2.349, 0.179, 1.347], [-1.242, 0.263, -2.422], [-0.535, -1.382, -2.678], [-0.567, 0.856, 2.442], [-0.895, -0.508, 1.504], [-1.510, 1.071, 0.990]], "homo_lumo_gap_ha": [0.318, 0.318]}

***

(6)
{"formula": "C6H6", "method": "wB97M-V/def2-TZVPD", "species": ["C", "C", "C", "C", "C", "C", "H", "H", "H", "H", "H", "H"], "coordinates": [[-2.547, 0.750, 0.255], [-1.270, 0.093, -0.021], [-0.203, -0.410, -0.263], [1.088, -1.088, -0.423], [2.242, -0.196, -0.205], [3.162, 0.466, 0.205], [-2.532, 1.329, 1.183], [-2.806, 1.445, -0.545], [-3.368, 0.035, 0.342], [1.112, -1.567, -1.407], [1.134, -1.904, 0.317], [3.989, 1.047, 0.562]], "homo_lumo_gap_ha": 0.387}

***

(7)
{"formula": "C6H6", "method": "wB97M-V/def2-TZVPD", "species": ["C", "C", "C", "C", "C", "C", "H", "H", "H", "H", "H", "H"], "coordinates": [[-1.162, -0.815, -0.578], [-0.267, -0.097, 0.450], [1.090, -0.655, 0.332], [2.170, -1.135, 0.109], [-0.201, 1.371, 0.310], [-0.068, 2.567, 0.265], [-0.754, -0.697, -1.585], [-1.169, -1.884, -0.341], [-2.187, -0.436, -0.555], [-0.662, -0.305, 1.454], [3.136, -1.540, -0.089], [0.074, 3.626, 0.228]], "homo_lumo_gap_ha": 0.407}

***

(8)
{"formula": "C6H6", "method": "wB97M-V/def2-TZVPD", "species": ["C", "C", "C", "C", "C", "C", "H", "H", "H", "H", "H", "H"], "coordinates": [[-0.595, 0.793, -1.255], [-0.078, 0.048, -0.043], [0.351, 0.748, 1.061], [0.572, 0.196, 2.380], [0.012, -1.379, -0.194], [0.146, -2.559, -0.421], [-1.555, 0.363, -1.571], [-0.753, 1.849, -1.007], [0.089, 0.722, -2.109], [0.416, 1.830, 0.849], [1.158, 1.002, 2.890], [0.238, -3.614, -0.579]], "homo_lumo_gap_ha": [0.262, 0.273]}

***

(9)
{"formula": "C6H6", "method": "wB97M-V/def2-TZVPD", "species": ["C", "C", "C", "C", "C", "C", "H", "H", "H", "H", "H", "H"], "coordinates": [[-3.279, -0.024, -0.085], [-1.868, -0.381, 0.035], [-0.671, -0.536, 0.104], [0.711, -0.481, 0.133], [1.893, -0.231, 0.109], [3.272, 0.242, 0.034], [-3.544, 0.699, 0.694], [-3.943, -0.888, 0.003], [-3.459, 0.452, -1.055], [3.853, -0.330, -0.695], [3.773, 0.187, 1.006], [3.264, 1.290, -0.284]], "homo_lumo_gap_ha": 0.361}

***

(10)
{"formula": "C6H6", "method": "wB97M-V/def2-TZVPD", "species": ["C", "C", "C", "C", "C", "C", "H", "H", "H", "H", "H", "H"], "coordinates": [[1.780, -1.499, -0.093], [1.300, -0.276, -0.147], [-2.554, -0.860, 0.334], [0.524, 2.123, 0.111], [-2.002, -0.248, -0.533], [0.720, 0.846, -0.104], [1.351, -2.459, -0.351], [-2.528, -1.378, 1.233], [2.641, -1.715, 0.639], [1.186, 2.795, 0.636], [-0.389, 2.659, -0.190], [-2.028, 0.012, -1.534]], "homo_lumo_gap_ha": 0.343}

***

(11)
{"formula": "C6H6", "method": "wB97M-V/def2-TZVPD", "species": ["C", "C", "C", "C", "C", "C", "H", "H", "H", "H", "H", "H"], "coordinates": [[0.090, -1.853, -0.515], [0.669, -0.649, -1.198], [0.520, 0.634, -0.687], [0.072, 1.317, 0.311], [-0.740, 1.987, 1.144], [-1.402, 2.495, 2.044], [0.764, -2.713, -0.435], [-0.272, -1.591, 0.482], [-0.771, -2.161, -1.124], [1.154, -0.776, -2.162], [1.687, 0.506, -0.894], [-2.233, 2.832, 2.625]], "homo_lumo_gap_ha": [0.243, 0.245]}

***

(12)
{"formula": "C6H6", "method": "wB97M-V/def2-TZVPD", "species": ["C", "C", "C", "C", "C", "C", "H", "H", "H", "H", "H", "H"], "coordinates": [[0.117, 1.850, 0.759], [0.505, 0.508, 0.270], [-0.332, -0.562, 0.077], [-1.572, -0.550, 0.794], [0.147, -1.572, -0.842], [0.548, -2.254, -1.752], [-0.949, 1.888, 0.983], [0.710, 2.174, 1.620], [0.360, 2.543, -0.060], [1.544, 0.389, -0.046], [-1.979, -1.581, 0.772], [0.901, -2.832, -2.575]], "homo_lumo_gap_ha": [0.280, 0.280]}

***

(13)
{"formula": "C6H6", "method": "wB97M-V/def2-TZVPD", "species": ["C", "C", "C", "C", "C", "C", "H", "H", "H", "H", "H", "H"], "coordinates": [[1.012, -0.996, 1.340], [0.238, 0.144, 0.816], [-1.105, -0.378, -1.427], [-0.517, 0.462, -0.591], [0.330, 1.390, 0.441], [-0.102, 1.955, -0.710], [1.339, -0.775, 2.357], [0.415, -1.907, 1.378], [1.902, -1.200, 0.734], [-1.363, -1.382, -1.116], [-1.338, -0.084, -2.439], [-0.809, 2.771, -0.782]], "homo_lumo_gap_ha": 0.300}

***

In order of appearance, energy relative to the best compared isomer or geometry (same formula, charge and spin) = 314.1 6.0 901.2 543.7 546.1 355.8 373.1 599.8 316.3 594.5 674.2 592.3 637.3 kJ/mol.